Model a:
Molecular formula: C5H5N
Method: DFT, wB97M-V/def2-TZVPD

* frontier orbital gap: 9.5 eV
* HOMO: -8.564 eV

Each line ends with the Löwdin charge.
Cartesian coordinates (Å):
C  -1.250  0.049  -0.275  -0.1117
C  -0.116  -0.653  0.433  -0.1915
C  1.162  -0.706  0.115  -0.0339
C  2.395  -0.577  -0.231  -0.1645
C  3.631  0.146  -0.172  -0.1297
N  3.846  -0.893  -0.792  0.1899
H  -1.134  0.341  -1.353  0.0834
H  -1.488  0.873  0.368  0.0567
H  -2.057  -0.761  -0.436  0.0934
H  -0.249  -0.952  1.461  0.0906
H  3.884  1.038  0.375  0.1173


Model b:
Molecular formula: C5H5N
Method: DFT, wB97M-V/def2-TZVPD

* frontier orbital gap: 9.6 eV
* HOMO: -10.472 eV

Each line ends with the Löwdin charge.
Cartesian coordinates (Å):
C  0.308  -0.239  -1.541  -0.0669
C  -0.588  0.129  -0.382  -0.4652
C  -1.733  0.763  -0.487  0.2614
C  -0.187  -0.295  1.039  -0.1603
C  0.344  0.816  1.842  -0.2196
N  0.724  1.678  2.507  0.1477
H  -0.061  0.157  -2.491  0.0790
H  0.345  -1.333  -1.625  0.0869
H  1.331  0.132  -1.390  0.0906
H  -1.051  -0.717  1.563  0.1203
H  0.569  -1.090  0.965  0.1262


model b takes first place; second place is 0.987 eV up.


Model a:
Molecular formula: C5H5N
Method: DFT, wB97M-V/def2-TZVPD

* frontier orbital gap: 10.5 eV
* HOMO: -9.676 eV

Each line ends with the Löwdin charge.
Cartesian coordinates (Å):
C  1.701  -1.615  -0.137  0.0526
C  -0.747  -0.830  -0.031  -0.0430
C  -0.265  0.329  0.208  -0.2158
C  -1.717  0.319  -0.241  -0.0384
C  1.136  0.770  0.312  -0.1502
N  1.736  -0.517  0.273  -0.0751
H  -0.416  -1.814  -0.112  0.0525
H  -1.892  0.414  -1.354  0.1013
H  -2.491  0.325  0.450  0.0478
H  1.503  1.317  -0.594  0.1440
H  1.453  1.300  1.225  0.1241


Model b:
Molecular formula: C5H5N
Method: DFT, wB97M-V/def2-TZVPD

* frontier orbital gap: 9.6 eV
* HOMO: -9.093 eV

Each line ends with the Löwdin charge.
Cartesian coordinates (Å):
C  2.265  -0.879  -0.069  0.0779
C  1.311  0.027  -0.081  -0.0679
C  -0.081  0.536  0.274  -0.4855
N  -0.411  1.835  -0.143  0.0003
C  -1.116  -0.462  -0.223  -0.0761
C  -1.780  -1.542  -0.006  0.1182
H  3.177  -1.682  0.149  0.1007
H  -0.428  0.327  1.345  0.1543
H  -1.312  2.179  -0.103  0.0405
H  0.148  2.719  0.109  0.1278
H  -2.300  -2.457  0.134  0.0096


Model c:
Molecular formula: C5H5N
Method: DFT, wB97M-V/def2-TZVPD

* frontier orbital gap (alpha / beta): 6.5 / 6.5 eV
* HOMO (alpha / beta): -9.943 / -9.946 eV

Each line ends with the Löwdin charge.
Cartesian coordinates (Å):
C  -1.650  -0.159  3.582  -0.2445
C  -1.074  -0.024  -0.295  -0.0987
C  0.973  0.622  0.383  0.0088
C  0.207  -0.686  -0.139  -0.0859
C  -0.315  0.174  0.920  -0.0309
N  -1.878  -0.110  4.706  -0.1071
H  -1.070  0.726  -0.944  0.0567
H  -1.950  -0.732  -0.482  0.1609
H  1.863  0.501  1.023  0.1254
H  0.928  1.416  -0.339  0.0994
H  0.439  -1.671  -0.213  0.1159


model a takes first place; second place is 1.675 eV up.


Model a:
Molecular formula: C5H11N
Method: DFT, wB97M-V/def2-TZVPD

* frontier orbital gap: 9.8 eV
* HOMO: -8.675 eV

Each line ends with the Löwdin charge.
Cartesian coordinates (Å):
C  -0.954  -1.036  -1.546  -0.0773
C  -0.439  0.146  -0.727  -0.4254
C  1.014  -0.130  -0.393  -0.1753
C  1.259  0.556  0.960  -0.1733
C  -0.094  0.468  1.659  -0.2090
N  -1.076  0.227  0.584  -0.0287
H  -0.296  -1.297  -2.370  0.0730
H  -1.939  -0.823  -1.970  0.0690
H  -1.096  -1.865  -0.864  0.0741
H  -0.507  1.045  -1.351  0.1364
H  1.096  -1.204  -0.231  0.1109
H  1.756  0.174  -1.131  0.1153
H  2.125  0.087  1.413  0.1029
H  1.443  1.616  0.822  0.1020
H  -0.335  1.400  2.177  0.1035
H  -0.190  -0.325  2.402  0.0997
H  -1.767  0.963  0.565  0.1023


Model b:
Molecular formula: C5H11N
Method: DFT, wB97M-V/def2-TZVPD

* frontier orbital gap: 8.5 eV
* HOMO: -7.395 eV

Each line ends with the Löwdin charge.
Cartesian coordinates (Å):
C  1.136  -0.309  1.498  -0.0650
C  0.072  0.332  0.569  -0.3038
C  -0.733  1.395  1.227  -0.0948
C  -0.093  -0.274  -0.638  -0.3582
C  -1.107  0.158  -1.690  -0.0413
N  0.725  -1.319  -1.083  0.0928
H  1.796  -1.081  1.140  0.0437
H  0.510  -0.750  2.306  0.0860
H  1.792  0.438  1.980  0.0762
H  -1.540  1.798  0.740  0.0227
H  -0.134  2.202  1.761  0.0967
H  -1.234  1.088  2.190  0.0884
H  -1.452  1.302  -1.452  0.1299
H  -0.759  -0.021  -2.664  0.0366
H  -1.979  -0.523  -1.550  0.0852
H  1.560  -1.490  -0.631  0.0348
H  0.720  -1.541  -2.046  0.0703


model a takes first place; second place is 0.938 eV up.


Model a:
Molecular formula: C5H11N
Method: DFT, wB97M-V/def2-TZVPD

* frontier orbital gap: 9.9 eV
* HOMO: -8.790 eV

Each line ends with the Löwdin charge.
Cartesian coordinates (Å):
C  2.870  0.095  1.004  -0.0554
C  2.264  0.292  -0.152  -0.1085
C  0.628  -0.347  -0.509  -0.2751
N  -0.034  0.078  0.618  -0.0652
C  -1.642  -0.538  0.307  -0.1671
C  -2.463  0.364  -0.594  -0.1309
H  3.937  0.236  1.135  0.0452
H  2.324  -0.260  1.867  0.0459
H  2.784  0.682  -1.022  0.0595
H  0.378  0.099  -1.482  0.0873
H  0.727  -1.433  -0.559  0.0992
H  -0.122  1.092  0.617  0.0917
H  -2.034  -0.592  1.322  0.0824
H  -1.575  -1.558  -0.076  0.0894
H  -2.505  1.377  -0.193  0.0686
H  -3.491  0.003  -0.682  0.0707
H  -2.045  0.410  -1.601  0.0623


Model b:
Molecular formula: C5H11N
Method: DFT, wB97M-V/def2-TZVPD

* frontier orbital gap: 5.1 eV
* HOMO: -7.142 eV

Each line ends with the Löwdin charge.
Cartesian coordinates (Å):
C  -1.449  1.218  0.549  -0.0859
C  -0.217  0.146  -1.499  0.0014
N  0.631  -0.491  2.070  0.0699
C  0.293  -0.568  0.781  -0.4992
C  -0.180  0.729  -0.058  -0.4613
C  1.488  -1.067  -0.293  0.0154
H  -2.117  0.489  -0.029  0.0781
H  -1.821  2.250  0.343  0.0926
H  -1.538  0.846  1.582  0.0765
H  -1.315  -0.416  -1.508  0.1562
H  -0.068  1.010  -2.129  0.0716
H  1.562  -0.827  2.245  0.0101
H  -0.560  -1.252  0.450  0.1253
H  0.460  1.571  -0.266  0.1182
H  1.119  -1.996  -0.743  0.0580
H  1.160  -0.347  -1.348  0.0996
H  2.552  -1.295  -0.147  0.0734


Model c:
Molecular formula: C5H11N
Method: DFT, wB97M-V/def2-TZVPD

* frontier orbital gap (alpha / beta): 8.1 / 8.1 eV
* HOMO (alpha / beta): -7.473 / -7.473 eV

Each line ends with the Löwdin charge.
Cartesian coordinates (Å):
C  2.202  0.674  0.320  -0.1189
C  0.730  -0.395  -1.368  0.0261
N  -0.392  -0.001  -0.795  -0.1604
C  -0.523  1.036  0.129  -0.1000
C  -0.935  -0.355  0.498  -0.3062
C  -2.357  -0.861  0.529  -0.0601
H  2.782  1.097  -0.506  0.0047
H  2.426  1.278  1.210  0.0124
H  2.565  -0.337  0.527  0.0023
H  1.157  0.247  -2.132  0.0881
H  0.963  -1.456  -1.388  0.0931
H  0.866  1.049  0.353  0.0483
H  -1.205  1.871  -0.003  0.1055
H  -0.229  -0.875  1.158  0.1401
H  -2.795  -0.697  1.519  0.0748
H  -2.411  -1.933  0.308  0.0721
H  -2.965  -0.326  -0.208  0.0781


model a takes first place; second place is 2.491 eV up.